Entry 1:
Below is 3 unconnected molecules or ions with the total composition C3H12NO2S at a distorted geometry, with properties calculated with ωB97M-V/def2-TZVPD.

## Properties
**ΔE to the lowest compared entry with this formula, charge and spin**: 102.91 kJ/mol
**E_LUMO**: 0.113 hartree
**Orbital gap**: 5.944 eV
**2S+1**: 1
**Total charge**: -1
**Maximum force**: 3.0 eV/A

```
19
C3H12NO2S | the OMol25 dataset | ωB97M-V/def2-TZVPD
C 0.512 -0.999 2.426
C 0.436 0.085 1.347
C 1.734 -0.116 0.514
S 1.940 -1.765 -0.326
N -0.742 0.011 0.447
H 0.714 -2.001 2.064
H -0.541 -1.215 2.733
H 1.195 -0.697 3.189
H 0.371 1.109 1.816
H 1.807 0.600 -0.318
H 2.587 0.022 1.173
H -0.414 0.136 -0.507
H -1.003 -0.978 0.441
H 0.763 -0.627 -2.323
H 2.244 -0.253 -2.417
O 1.394 -0.139 -2.864
H -3.659 1.844 -2.244
H -5.030 2.705 -2.346
O -4.308 2.277 -2.806
```

Mulliken population analysis, charges in e, atoms 1 to 8: C -1.43; C 0.31; C -0.98; S -0.65; N -0.75; H 0.35; H 0.38; H 0.38

=====

Entry 2:
Below is a molecular structure, C3H12NO3 at a distorted geometry, with properties calculated with ωB97M-V/def2-TZVPD.

## Properties
**ΔE to the lowest compared entry with this formula, charge and spin**: 625.46 kJ/mol
**E_LUMO**: -0.313 hartree
**Orbital gap**: 6.078 eV
**2S+1**: 1
**Total charge**: +1
**Maximum force**: 5.6 eV/A

```
19
C3H12NO3 | the OMol25 dataset | ωB97M-V/def2-TZVPD
C 0.046 -0.124 0.940
C -0.498 1.165 0.383
C 0.503 2.339 0.416
O 1.649 2.320 0.098
N -1.894 -1.457 0.342
H 0.926 -0.375 0.335
H 0.379 -0.023 1.977
H -0.527 1.050 -0.753
H -1.420 1.512 0.842
H 0.053 3.312 0.649
H -2.566 -0.765 0.691
H -2.300 -2.290 0.796
H -0.939 -0.807 0.634
H 3.077 0.258 -0.381
H 4.309 -0.305 0.213
O 3.354 -0.294 0.364
H -1.549 -1.966 -1.770
H -1.294 -2.112 -3.232
O -1.309 -1.437 -2.544
```

Mulliken population analysis, charges in e, atoms 1 to 8: C -0.19; C -0.39; C -0.22; O -0.33; N -0.60; H 0.29; H 0.41; H 0.26

=====

Entry 3:
Below is 3 unconnected molecules or ions with the total composition C3H12NO3 at a distorted geometry, with properties calculated with ωB97M-V/def2-TZVPD.

## Properties
**ΔE to the lowest compared entry with this formula, charge and spin**: 96.57 kJ/mol
**E_LUMO (alpha / beta)**: -0.390 / -0.531 hartree
**Orbital gap (alpha / beta)**: 4.882 / 1.053 eV
**2S+1**: 2
**Total charge**: +2
**Maximum force**: 4.0 eV/A

```
19
C3H12NO3 | the OMol25 dataset | ωB97M-V/def2-TZVPD
C -0.474 0.995 -0.596
C -1.909 1.601 -0.222
C -2.215 1.424 1.200
O -1.510 0.819 1.972
N 0.036 -0.299 0.046
H 0.301 1.680 -0.357
H -0.188 1.115 -1.632
H -2.619 1.142 -0.932
H -1.919 2.675 -0.504
H -3.080 2.010 1.563
H -0.664 -0.701 0.722
H 0.709 -0.142 0.791
H 0.141 -0.965 -0.721
H 6.543 -1.636 0.689
H 5.696 -2.662 -0.069
O 5.638 -1.758 0.305
H -1.117 -1.153 -2.673
H -1.201 -2.579 -2.062
O -1.174 -1.633 -1.837
```

Mulliken population analysis, charges in e, atoms 1 to 8: C -0.90; C -0.39; C 0.37; O -0.07; N -0.31; H 0.52; H 0.46; H 0.36

=====

Entry 4:
Below is 3 unconnected molecules or ions with the total composition C3H12NO4 at a distorted geometry, with properties calculated with ωB97M-V/def2-TZVPD.

## Properties
**ΔE to the lowest compared entry with this formula, charge and spin**: 151.90 kJ/mol
**E_LUMO**: -0.114 hartree
**Orbital gap**: 11.353 eV
**2S+1**: 1
**Total charge**: +1
**Maximum force**: 1.4 eV/A

```
20
C3H12NO4 | the OMol25 dataset | ωB97M-V/def2-TZVPD
O 0.098 1.564 2.070
C -0.257 1.763 0.934
C -0.444 0.576 0.006
C -1.914 0.379 -0.376
O -2.148 1.479 -1.246
N 0.213 -0.597 0.645
H -0.571 2.747 0.562
H 0.121 0.766 -0.908
H -2.568 0.446 0.495
H -1.938 -0.528 -0.991
H -3.059 1.467 -1.570
H 0.471 -0.251 1.581
H -0.335 -1.455 0.679
H 1.051 -0.892 0.122
H 2.375 -2.938 1.295
H 2.321 -3.351 -0.165
O 2.280 -2.565 0.401
H 2.370 -1.457 -1.512
H 1.514 -1.190 -2.790
O 1.487 -1.230 -1.828
```

Mulliken population analysis, charges in e, atoms 1 to 8: O -0.49; C 0.07; C -0.03; C -0.65; O -0.51; N -0.19; H 0.42; H 0.24

=====

Entry 5:
Below is a molecular structure, C3H12NO4 at a distorted geometry, with properties calculated with ωB97M-V/def2-TZVPD.

## Properties
**ΔE to the lowest compared entry with this formula, charge and spin**: 1169.57 kJ/mol
**E_LUMO**: -0.372 hartree
**Orbital gap**: 4.504 eV
**2S+1**: 1
**Total charge**: +1
**Maximum force**: 6.9 eV/A

```
20
C3H12NO4 | the OMol25 dataset | ωB97M-V/def2-TZVPD
O -1.043 -0.567 1.457
C -0.188 0.370 1.049
O -0.868 0.027 -2.330
C 0.776 0.187 -0.023
C 1.154 -1.300 -0.288
N 1.240 1.283 -0.819
H -0.236 1.263 1.623
H -0.547 0.303 -0.191
H 1.872 -1.228 -1.078
H 0.213 -1.908 -0.689
H 1.593 -1.814 0.541
H 0.483 1.588 -1.455
H -2.751 1.717 -0.516
H 1.946 1.913 -0.459
H 0.704 -2.023 3.617
H -1.661 1.107 -1.499
O -1.881 1.846 -0.891
H -0.208 -1.250 2.387
H -1.297 0.005 -3.158
O 0.699 -1.520 2.722
```

Mulliken population analysis, charges in e, atoms 1 to 8: O -0.50; C -0.17; O -0.64; C 0.66; C -1.01; N -0.23; H 0.50; H -0.03

=====

Entry 6:
Below is 2 unconnected molecules or ions with the total composition C3H12NOS at a distorted geometry, with properties calculated with ωB97M-V/def2-TZVPD.

## Properties
**ΔE to the lowest compared entry with this formula, charge and spin**: 45.11 kJ/mol
**E_LUMO**: -0.124 hartree
**Orbital gap**: 9.617 eV
**2S+1**: 1
**Total charge**: +1
**Maximum force**: 2.1 eV/A

```
18
C3H12NOS | the OMol25 dataset | ωB97M-V/def2-TZVPD
C 1.073 0.364 -1.078
C -0.180 1.190 -1.197
C -1.446 0.457 -0.759
S -1.912 0.747 0.978
N 1.195 -0.131 0.331
H 1.034 -0.500 -1.738
H 1.992 0.871 -1.343
H -0.264 1.515 -2.238
H -0.045 2.111 -0.622
H -1.372 -0.638 -0.816
H -2.258 0.718 -1.428
H -1.304 1.933 1.126
H 0.298 -0.617 0.565
H 1.918 -0.793 0.592
H 1.162 0.591 1.062
H -0.413 -2.737 2.796
H 0.611 -2.849 1.731
O -0.088 -2.233 2.039
```

Mulliken population analysis, charges in e, atoms 1 to 8: C -0.55; C -0.57; C -0.63; S -0.14; N -0.20; H 0.34; H 0.39; H 0.33

=====

Entry 7:
Below is a gas-phase ion, C3H12NP2 (charge +1) at a distorted geometry, with properties calculated with ωB97M-V/def2-TZVPD.

## Properties
**ΔE to the lowest compared entry with this formula, charge and spin**: 28.02 kJ/mol
**E_LUMO**: -0.122 hartree
**Orbital gap**: 10.443 eV
**SMILES**: CC[NH2+]C(P)P
**2S+1**: 1
**Total charge**: +1
**Maximum force**: 5.5 eV/A

```
18
C3H12NP2 | the OMol25 dataset | ωB97M-V/def2-TZVPD
C 1.848 0.666 -1.860
C 0.813 0.921 -0.715
N 0.262 -0.454 -0.362
C -0.320 -0.433 1.080
P -1.151 -2.118 1.239
P -1.636 0.922 1.376
H 2.810 0.216 -1.478
H 1.429 0.038 -2.546
H 2.240 1.576 -2.160
H -0.119 1.488 -1.151
H 1.158 1.440 0.120
H 1.116 -0.994 -0.464
H -0.513 -0.944 -0.889
H 0.460 -0.271 1.895
H -1.289 -2.280 2.574
H -2.419 -1.553 1.075
H -1.675 0.861 2.757
H -0.607 1.772 1.341
```

Mulliken population analysis, charges in e, atoms 1 to 8: C -1.47; C -0.40; N -0.24; C -0.47; P -0.07; P 0.04; H 0.42; H 0.43

=====

Entry 8:
Below is a gas-phase ion, C3H12NP2 (charge +1) at a distorted geometry, with properties calculated with ωB97M-V/def2-TZVPD.

## Properties
**ΔE to the lowest compared entry with this formula, charge and spin**: 74.61 kJ/mol
**E_LUMO**: -0.136 hartree
**Orbital gap**: 10.464 eV
**SMILES**: C[N+](C)(P)CP
**2S+1**: 1
**Total charge**: +1
**Maximum force**: 4.9 eV/A

```
18
C3H12NP2 | the OMol25 dataset | ωB97M-V/def2-TZVPD
C 0.810 1.318 0.076
N -0.116 0.219 0.425
C -1.556 0.477 -0.487
P -0.216 0.081 2.262
C 0.577 -1.074 -0.078
P 0.891 -1.062 -1.903
H 1.399 1.396 0.967
H 1.549 0.962 -0.800
H 0.280 2.198 -0.159
H -2.233 -0.298 -0.333
H -2.044 1.322 0.011
H -1.419 0.710 -1.475
H -0.972 1.364 2.414
H -1.470 -0.606 2.200
H -0.099 -2.009 0.006
H 1.572 -1.311 0.516
H 2.293 -1.268 -1.814
H 0.752 -2.420 -1.829
```

Mulliken population analysis, charges in e, atoms 1 to 8: C -0.79; N 0.01; C -1.02; P 0.00; C -0.87; P -0.01; H 0.41; H 0.26

=====

Entry 9:
Below is 2 unconnected molecules or ions with the total composition C3H12NS at a distorted geometry, with properties calculated with ωB97M-V/def2-TZVPD.

## Properties
**ΔE to the lowest compared entry with this formula, charge and spin**: 11.29 kJ/mol
**E_LUMO (alpha / beta)**: -0.278 / -0.446 hartree
**Orbital gap (alpha / beta)**: 12.465 / 9.234 eV
**2S+1**: 2
**Total charge**: +2
**Maximum force**: 1.7 eV/A

```
17
C3H12NS | the OMol25 dataset | ωB97M-V/def2-TZVPD
C -2.390 0.614 1.367
N -1.749 -0.761 1.085
H -1.992 1.372 0.696
H -3.453 0.473 1.222
H -2.039 0.928 2.342
H -1.559 -1.295 1.937
H -0.844 -0.517 0.666
H -2.398 -1.329 0.539
C 2.132 0.401 0.175
S 1.498 -0.984 -0.783
C 1.577 -0.328 -2.458
H 2.851 1.121 -0.206
H 2.449 -0.081 1.105
H 1.244 0.941 0.534
H 0.953 0.569 -2.542
H 2.625 -0.061 -2.580
H 1.097 -1.064 -3.099
```

Mulliken population analysis, charges in e, atoms 1 to 8: C -0.71; N -0.25; H 0.31; H 0.35; H 0.35; H 0.39; H 0.14; H 0.39

=====

Entry 10:
Below is 3 unconnected molecules or ions with the total composition C3H12O2S at a distorted geometry, with properties calculated with ωB97M-V/def2-TZVPD.

## Properties
**ΔE to the lowest compared entry with this formula, charge and spin**: 77.01 kJ/mol
**E_LUMO**: 0.023 hartree
**Orbital gap**: 9.278 eV
**SMILES**: CCSC.O.O
**2S+1**: 1
**Total charge**: 0
**Maximum force**: 2.6 eV/A

```
18
C3H12O2S | the OMol25 dataset | ωB97M-V/def2-TZVPD
C 1.134 -1.843 -0.140
C 1.473 -0.408 -0.654
S 1.777 0.785 0.788
C 1.127 2.362 0.193
H 1.008 -2.504 -0.997
H 0.126 -1.675 0.451
H 1.890 -2.235 0.587
H 0.643 0.085 -1.311
H 2.387 -0.316 -1.245
H 1.642 2.731 -0.693
H 0.048 2.316 -0.010
H 1.325 3.075 0.958
O -2.467 0.767 -0.838
H -1.690 1.353 -0.793
H -2.440 0.340 0.034
O -2.792 -1.297 1.427
H -2.229 -2.046 1.769
H -2.962 -1.489 0.474
```

Mulliken population analysis, charges in e, atoms 1 to 8: C -0.79; C -0.43; S -0.11; C -0.73; H 0.33; H 0.09; H 0.29; H 0.25

=====

Entry 11:
Below is 3 unconnected molecules or ions with the total composition C3H12O3 at a distorted geometry, with properties calculated with ωB97M-V/def2-TZVPD.

## Properties
**ΔE to the lowest compared entry with this formula, charge and spin**: 150.27 kJ/mol
**E_LUMO**: 0.024 hartree
**Orbital gap**: 10.707 eV
**SMILES**: CO.CO.CO
**2S+1**: 1
**Total charge**: 0
**Maximum force**: 2.0 eV/A

```
18
C3H12O3 | the OMol25 dataset | ωB97M-V/def2-TZVPD
C 17.602 3.719 7.486
O 18.353 4.076 8.640
H 17.402 2.644 7.432
H 16.643 4.240 7.480
H 18.184 3.927 6.590
H 17.908 3.709 9.413
C 18.104 4.498 12.152
O 17.482 3.429 11.471
H 18.629 4.174 13.056
H 18.816 5.139 11.633
H 17.332 5.214 12.466
H 16.987 2.918 12.113
C 20.548 5.905 6.698
O 21.886 6.327 6.644
H 20.312 5.123 7.422
H 19.781 6.676 6.851
H 20.305 5.551 5.694
H 22.191 6.679 7.482
```

Mulliken population analysis, charges in e, atoms 1 to 8: C -0.56; O -0.43; H 0.29; H 0.26; H 0.20; H 0.27; C -0.61; O -0.54

=====

Entry 12:
Below is 3 unconnected molecules or ions with the total composition C3H12O3 at a distorted geometry, with properties calculated with ωB97M-V/def2-TZVPD.

## Properties
**ΔE to the lowest compared entry with this formula, charge and spin**: 181.45 kJ/mol
**E_LUMO**: 0.022 hartree
**Orbital gap**: 10.627 eV
**SMILES**: CO.CO.CO
**2S+1**: 1
**Total charge**: 0
**Maximum force**: 2.3 eV/A

```
18
C3H12O3 | the OMol25 dataset | ωB97M-V/def2-TZVPD
C -1.385 -2.033 3.681
O -1.684 -2.010 2.339
H -0.830 -2.960 3.825
H -0.800 -1.229 4.125
H -2.321 -2.099 4.236
H -0.949 -2.007 1.721
C 2.233 -1.271 -0.925
O 2.140 -2.387 -0.020
H 2.196 -1.598 -1.964
H 1.497 -0.497 -0.710
H 3.228 -0.837 -0.831
H 3.036 -2.726 -0.074
C -0.745 3.773 -2.555
O -2.030 3.419 -2.028
H -0.791 4.611 -3.251
H -0.087 4.073 -1.739
H -0.329 2.944 -3.127
H -2.380 2.834 -2.703
```

Mulliken population analysis, charges in e, atoms 1 to 8: C -0.49; O -0.50; H 0.24; H 0.24; H 0.21; H 0.30; C -0.53; O -0.48

=====

For reference, molecular weight by record: 126.20; 110.13; 110.13; 126.13; 126.13; 110.20; 124.08; 124.08; 94.20; 112.19; 96.13; 96.13 g mol⁻¹.